Density functional theory data (ωB97M-V with the def2-TZVPD basis set) for a structure of composition C19H20FN4O2RuS2Se2.

Properties
M, g/mol: 678.517
Relative energy (zero: lowest compared OMol25 entry of this formula, charge and spin), eV: 0.148
Expectation value of S²: 6.054
Net charge: -1
Kohn-Sham gap (alpha / beta), eV: 6.333 / 5.767
Energy, eV: -187745.725
Multiplicity: 5
HOMO energy (alpha / beta), Ha: -0.154 / -0.182
LUMO (alpha / beta), eV: 2.14 / 0.81

Each line ends with the Mulliken spin population.
Geometry (Å):
Ru: 0.17861 0.15734 -0.26983  2.39
S: 0.12783 0.30452 2.23589  0.42
C: 1.75615 0.47369 2.67525  0.07
C: 2.00733 0.75892 4.06164  -0.02
N: 2.20830 0.96818 5.17561  0.02
C: 2.84320 0.33251 1.81201  0.04
S: 2.75212 -0.08043 0.17522  0.54
C: 4.17555 0.52891 2.32059  -0.04
N: 5.25264 0.69554 2.69110  0.02
O: 2.44248 2.01658 -2.19867  0.01
C: 1.93533 3.00030 -3.06574  -0.01
C: 0.40097 3.06261 -3.10309  -0.03
C: 0.13466 4.15767 -4.16143  0.00
O: -1.23811 4.38413 -4.45719  0.00
C: -0.26572 1.77566 -3.59899  0.02
Se: -0.05700 0.03187 -2.69401  0.21
C: -0.24825 3.52929 -1.79417  0.01
Se: 0.06475 2.59267 -0.08995  0.21
H: 3.38844 2.12745 -2.08544  0.00
H: 2.28171 2.81202 -4.09333  0.00
H: 2.29198 3.99806 -2.76941  0.00
H: 0.68429 3.91049 -5.07964  0.00
H: 0.51237 5.11177 -3.78921  0.00
H: -1.61510 3.55179 -4.75800  0.00
H: 0.05033 1.58043 -4.62809  0.01
H: -1.34745 1.92517 -3.59814  0.00
H: -1.32848 3.53737 -1.94248  0.01
H: 0.04931 4.56102 -1.59773  0.00
F: -0.20507 -6.11295 0.06788  0.00
C: -0.10099 -4.76042 -0.04600  0.02
C: -0.79648 -4.11428 -1.04231  0.00
C: -0.68304 -2.72959 -1.14578  0.05
C: 0.10702 -1.96167 -0.28013  -0.05
C: 0.78388 -2.68539 0.71562  0.02
C: 0.69317 -4.06916 0.84113  -0.01
H: -1.41639 -4.68087 -1.72761  0.00
H: -1.25358 -2.24320 -1.92700  0.00
H: 1.41426 -2.16903 1.42868  0.02
H: 1.22946 -4.59970 1.61920  0.00
C: -5.51844 1.21931 -0.65014  0.00
N: -4.37454 0.44677 -0.20830  0.00
C: -4.39494 -0.74579 0.48014  0.01
C: -3.08953 -1.08338 0.68214  0.00
N: -2.28045 -0.12272 0.13467  0.08
C: -3.07502 0.77788 -0.38609  -0.01
H: -6.42847 0.70203 -0.36001  0.00
H: -5.50964 1.33272 -1.73323  0.00
H: -5.51350 2.20677 -0.19114  0.00
H: -5.31482 -1.23420 0.75444  0.00
H: -2.67514 -1.95177 1.16946  0.00
H: -2.75425 1.67543 -0.89199  0.01



Density functional theory data (ωB97M-V with the def2-TZVPD basis set) for a structure of composition C6H15FO3Zn.

Properties
M, g/mol: 219.571
Relative energy (zero: lowest compared OMol25 entry of this formula, charge and spin), eV: 9.769
Net charge: -2
Kohn-Sham gap, eV: 3.359
Energy, eV: -63733.111
HOMO energy, Ha: -0.052
LUMO, eV: 1.95

Each line ends with the natural charge from an NBO analysis.
Geometry (Å):
Zn: 16.93011 -10.45170 1.34419  1.03
C: 15.11477 -14.12745 5.70472  -0.63
C: 16.12634 -13.03158 5.39944  -0.08
O: 15.75048 -12.04334 4.39402  -0.82
H: 15.67379 -14.93648 6.17488  0.17
H: 14.84458 -14.61836 4.76978  0.21
H: 14.29791 -13.81746 6.35645  0.18
H: 17.06265 -13.54015 5.16971  0.13
H: 16.42903 -12.49342 6.29770  0.11
C: 19.59047 -5.07721 0.75611  -0.65
C: 18.32122 -5.64071 1.32578  -0.05
O: 17.94302 -6.92436 1.02413  -0.81
H: 19.75622 -4.25346 1.45041  0.18
H: 19.65988 -4.89008 -0.31546  0.19
H: 20.30571 -5.85506 1.02350  0.20
H: 17.52563 -4.94158 1.06819  0.08
H: 18.25278 -5.55644 2.41036  0.12
C: 14.23182 -14.18827 -1.09054  -0.63
C: 14.01451 -12.74168 -1.58659  -0.06
O: 14.84249 -11.72161 -1.12275  -0.80
H: 13.37577 -14.75218 -1.46106  0.17
H: 14.24367 -14.41489 -0.02442  0.21
H: 15.13708 -14.54557 -1.58139  0.19
H: 13.00424 -12.50506 -1.25271  0.09
H: 13.92844 -12.68693 -2.67181  0.12
F: 19.60495 -11.59415 0.64000  -0.85



Density functional theory data (ωB97M-V with the def2-TZVPD basis set) for a cluster of 3 separate species, C3H11O3S in total.

Properties
M, g/mol: 127.185
Relative energy (zero: lowest compared OMol25 entry of this formula, charge and spin), eV: 0.834
Net charge: -1
Kohn-Sham gap, eV: 7.311
Energy, eV: -20267.366
HOMO energy, Ha: -0.154
LUMO, eV: 3.12

Each line ends with the natural charge from an NBO analysis.
Geometry (Å):
C: -0.43698 -0.67076 0.58310  -0.04
O: -0.44648 0.63740 0.97721  -0.94
C: -0.14298 -0.86010 -0.87623  -0.41
C: 1.21985 -0.23883 -1.40928  -0.48
S: 2.28142 -1.64730 -2.01471  -0.13
H: -1.40469 -1.12145 0.84754  0.13
H: 0.20594 -1.40458 1.13885  0.11
H: -0.05790 -1.94085 -1.07927  0.18
H: -0.92582 -0.46838 -1.55570  0.20
H: 1.83418 0.09864 -0.57965  0.23
H: 0.98776 0.46392 -2.20900  0.22
H: 1.76923 -2.58970 -1.17187  0.12
H: -1.74312 1.43972 0.36406  0.51
H: -3.09580 1.63131 0.89292  0.44
O: -2.68064 1.62003 0.01623  -1.02
H: 1.31653 2.06620 1.52427  0.45
H: 0.22138 1.18733 2.13208  0.51
O: 1.09812 1.79737 2.41946  -1.07



Density functional theory data (ωB97M-V with the def2-TZVPD basis set) for a cluster of 3 separate species, C4H14N2O2 in total.

Properties
M, g/mol: 122.168
Relative energy (zero: lowest compared OMol25 entry of this formula, charge and spin), eV: 0.525
Structure (SMILES): CCC/N=C\N.O.O
Net charge: 0
Kohn-Sham gap, eV: 10.261
Energy, eV: -11450.165
HOMO energy, Ha: -0.353
LUMO, eV: 0.65

Each line ends with the natural charge from an NBO analysis.
Geometry (Å):
C: -0.52743 -2.59222 0.32276  -0.60
C: 0.10735 -1.21779 0.55724  -0.41
C: -0.93440 -0.11009 0.40574  -0.26
N: -0.39007 1.18474 0.01853  -0.54
C: 0.35876 1.84764 0.79467  0.29
N: 0.79835 1.45441 2.03531  -0.83
H: -1.19560 -2.86233 1.14292  0.20
H: -1.13352 -2.60608 -0.57840  0.21
H: 0.23203 -3.37787 0.30662  0.21
H: 0.49587 -1.27446 1.57371  0.19
H: 0.92531 -1.02455 -0.12976  0.22
H: -1.51852 -0.02589 1.32976  0.17
H: -1.63669 -0.36973 -0.36554  0.22
H: 0.72530 2.80846 0.44967  0.17
H: 1.28959 2.10849 2.61912  0.39
H: 0.18432 0.83074 2.53620  0.39
O: 2.08587 1.36817 -2.00733  -0.95
H: 1.24485 1.46583 -1.53719  0.48
H: 2.73988 1.76385 -1.42430  0.46
O: -1.50132 -0.10906 -2.57109  -0.96
H: -1.18759 0.11791 -3.45175  0.47
H: -1.16234 0.61982 -2.02690  0.48